No. 1
Below is a cluster of 8 separate species, C16H49BrO8P in total in a non-equilibrium geometry, with properties calculated with ωB97M-V/def2-TZVPD.

Results
total charge = +1
E = -113088.576 eV
strongest force on any atom = 3.6 eV/A

CARTESIAN COORDINATES (ANGSTROEM)
C 4.039 0.745 -1.415
C 2.790 1.273 -0.618
O 1.698 0.312 -0.920
P 0.255 1.079 -1.162
Br -1.339 -0.440 -0.717
H 4.408 -0.163 -0.908
H 4.776 1.558 -1.482
H 3.646 0.462 -2.417
H 2.985 1.289 0.475
H 2.539 2.291 -0.997
H 0.137 1.517 -2.507
H 0.152 2.134 -0.210
C 3.663 -1.529 3.132
C 2.504 -0.713 3.668
O 2.019 0.175 2.655
H 4.474 -0.875 2.804
H 4.046 -2.210 3.893
H 3.349 -2.114 2.263
H 2.822 -0.112 4.520
H 1.683 -1.362 3.990
H 1.731 -0.361 1.909
C -5.638 -1.977 0.232
C -5.565 -2.049 -1.281
O -5.172 -0.789 -1.828
H -6.348 -1.209 0.544
H -5.946 -2.934 0.656
H -4.665 -1.704 0.654
H -6.540 -2.300 -1.698
H -4.847 -2.814 -1.599
H -4.310 -0.572 -1.469
C 2.013 2.914 5.651
C 3.197 2.785 6.590
O 4.348 2.321 5.888
H 1.791 1.952 5.184
H 1.126 3.259 6.184
H 2.234 3.618 4.844
H 2.981 2.066 7.381
H 3.431 3.748 7.055
H 4.545 2.960 5.199
C -0.820 -2.298 -4.486
C -1.647 -3.554 -4.688
O -1.863 -4.219 -3.446
H 0.144 -2.543 -4.035
H -0.645 -1.788 -5.436
H -1.328 -1.607 -3.805
H -1.129 -4.248 -5.349
H -2.617 -3.314 -5.133
H -2.330 -3.611 -2.869
C -8.042 1.149 -1.535
C -8.680 1.141 -2.910
O -7.682 1.043 -3.922
H -7.346 1.985 -1.443
H -8.798 1.233 -0.751
H -7.468 0.235 -1.373
H -9.236 2.063 -3.081
H -9.372 0.298 -3.012
H -7.199 0.226 -3.776
C 1.019 -3.621 -0.984
C 1.460 -4.474 0.189
O 1.385 -3.723 1.398
H 1.648 -2.730 -1.066
H 1.075 -4.179 -1.920
H -0.010 -3.278 -0.842
H 2.492 -4.797 0.058
H 0.831 -5.364 0.286
H 0.470 -3.452 1.516
C 4.841 5.126 -0.833
C 5.225 4.487 0.490
O 5.588 3.119 0.305
H 4.006 4.589 -1.290
H 4.555 6.169 -0.695
H 5.674 5.082 -1.539
H 4.385 4.513 1.184
H 6.065 5.017 0.946
H 6.337 3.098 -0.299

---

No. 2
Below is a cluster of 7 separate species, C16H49N11O7 in total in a non-equilibrium geometry, with properties calculated with ωB97M-V/def2-TZVPD.

Results
total charge = 0
E = -48113.883 eV
SMILES = COC[C@H](C)N.COC[C@H](C)N.COC[C@H](C)N.NC(N)=O.NC(N)=O.NC(N)=O.NC(N)=O
energy above the lowest of the compared OMol25 structures with the same formula, charge and spin = 0.0 kcal/mol
strongest force on any atom = 1.3 eV/A

CARTESIAN COORDINATES (ANGSTROEM)
C 20.200 3.947 1.691
O 19.952 4.683 0.516
C 20.083 3.930 -0.665
C 19.730 4.823 -1.860
C 20.897 5.704 -2.278
N 18.492 5.571 -1.675
H 21.243 3.597 1.689
H 19.504 3.110 1.776
H 20.121 4.624 2.539
H 21.104 3.538 -0.771
H 19.419 3.051 -0.639
H 19.651 4.137 -2.707
H 21.768 5.087 -2.523
H 21.217 6.462 -1.561
H 20.687 6.213 -3.224
H 17.804 4.924 -1.292
H 18.592 6.222 -0.901
C 19.150 -0.579 -2.020
O 19.957 0.356 -1.334
C 21.060 -0.245 -0.676
C 20.696 -1.145 0.518
C 19.649 -0.473 1.391
N 21.882 -1.433 1.334
H 18.553 -1.179 -1.321
H 19.721 -1.300 -2.616
H 18.473 -0.011 -2.655
H 21.644 -0.820 -1.406
H 21.675 0.570 -0.286
H 20.302 -2.090 0.130
H 18.680 -0.363 0.911
H 20.020 0.524 1.662
H 19.560 -0.988 2.348
H 22.590 -1.896 0.771
H 22.302 -0.523 1.539
C 23.501 0.003 -7.355
O 22.938 1.141 -7.950
C 21.908 0.875 -8.856
C 21.282 2.189 -9.262
C 20.286 2.046 -10.407
N 22.368 3.077 -9.730
H 22.782 -0.484 -6.689
H 24.322 0.371 -6.738
H 23.912 -0.713 -8.071
H 22.252 0.300 -9.734
H 21.120 0.201 -8.473
H 20.766 2.622 -8.393
H 19.643 1.174 -10.260
H 20.840 1.828 -11.325
H 19.775 2.982 -10.622
H 22.119 4.058 -9.645
H 23.148 2.985 -9.082
N 24.728 4.377 -3.602
C 24.876 4.772 -4.900
N 25.910 5.652 -5.130
O 24.202 4.324 -5.817
H 25.268 4.827 -2.888
H 23.931 3.759 -3.442
H 26.046 6.025 -6.049
H 26.481 5.991 -4.379
N 23.257 3.640 1.926
C 23.307 2.679 0.947
N 23.167 3.136 -0.324
O 23.395 1.490 1.210
H 23.358 4.600 1.647
H 23.391 3.418 2.893
H 23.131 2.454 -1.064
H 23.095 4.100 -0.590
N 21.557 3.230 -5.093
C 21.483 2.683 -3.838
N 20.353 1.989 -3.556
O 22.448 2.744 -3.056
H 20.957 2.899 -5.829
H 22.505 3.472 -5.374
H 20.327 1.480 -2.679
H 19.521 2.210 -4.083
N 18.551 4.955 -4.845
C 18.296 3.835 -5.547
N 18.494 3.852 -6.903
O 17.962 2.806 -4.950
H 18.868 5.816 -5.252
H 18.379 4.938 -3.852
H 19.145 4.561 -7.196
H 18.432 2.969 -7.376

---

No. 3
Below is a cluster of 19 separate species, C16H50BrCl2O23P in total in a non-equilibrium geometry, with properties calculated with ωB97M-V/def2-TZVPD.

Results
total charge = 0
E = -168857.114 eV
energy above the lowest of the compared OMol25 structures with the same formula, charge and spin = 411.2 kcal/mol
strongest force on any atom = 8.8 eV/A

CARTESIAN COORDINATES (ANGSTROEM)
C 4.691 -2.767 0.104
C 3.222 -2.777 -0.626
C 2.634 -1.216 -0.569
C 3.469 -0.056 -1.372
C 2.862 1.474 -1.359
C 1.450 1.913 -0.580
C 0.929 3.481 -0.687
P 2.146 4.603 0.293
O 2.880 3.634 1.352
O 3.388 5.085 -0.880
O 1.386 5.962 1.075
C 0.649 0.730 0.228
C 1.249 -0.831 0.223
C 0.311 -1.947 1.043
O 0.825 -2.966 1.758
C -1.333 -1.657 0.939
Br -2.494 -3.307 0.826
C -1.887 -0.243 0.925
C -3.528 0.040 0.770
Cl -4.755 -0.741 1.978
C -4.015 0.904 -0.378
C -5.636 1.214 -0.641
Cl -2.858 1.675 -1.644
C -0.788 1.014 1.035
O -1.033 2.131 1.745
H 5.489 -2.485 -0.736
H 4.688 -1.850 0.853
H 4.973 -3.771 0.643
H 3.390 -2.990 -1.786
H 2.459 -3.553 -0.192
H 4.461 -0.382 -1.916
H 3.476 2.281 -1.983
H -0.173 3.516 -0.295
H 0.972 3.798 -1.836
H 3.980 4.268 -1.035
H 1.816 6.090 1.990
H -5.730 2.395 -0.778
H -6.303 0.930 0.277
H -5.999 0.747 -1.660
O 2.454 -5.540 -1.316
H 2.270 -5.875 -2.207
H 1.866 -6.058 -0.746
O -2.362 4.520 3.043
H -1.812 3.822 2.658
H -1.836 4.850 3.787
O -6.814 4.190 -1.091
H -7.532 4.678 -0.659
H -6.064 4.803 -1.062
O -2.857 -1.791 -2.066
H -3.671 -2.309 -2.157
H -3.168 -0.876 -1.992
O 1.133 -7.590 0.222
H 1.250 -8.526 0.001
H 0.521 -7.601 0.973
O -5.966 0.074 4.974
H -5.504 0.027 4.123
H -5.426 0.682 5.500
O 3.657 -8.506 -1.935
H 2.940 -8.018 -1.504
H 4.408 -7.893 -1.907
O -4.195 2.575 -4.629
H -3.793 2.205 -3.828
H -3.508 3.157 -4.988
O 3.605 7.090 3.128
H 4.007 6.720 3.929
H 4.292 7.671 2.769
O 7.509 -3.981 -0.185
H 8.060 -4.679 -0.570
H 8.035 -3.651 0.559
O 0.157 -1.268 -3.668
H -0.521 -1.385 -2.985
H -0.331 -1.362 -4.500
O 1.834 3.537 -4.047
H 2.296 3.490 -4.898
H 2.374 4.146 -3.521
O -4.146 2.984 5.085
H -3.467 3.406 4.537
H -3.882 3.199 5.992
O 6.045 4.478 -1.800
H 6.094 5.367 -2.183
H 6.966 4.175 -1.795
O -4.443 -6.560 -0.279
H -5.160 -6.072 0.152
H -3.692 -5.948 -0.251
O 1.006 -8.768 -3.623
H 0.824 -9.370 -4.360
H 1.974 -8.736 -3.581
O 0.388 0.077 4.000
H -0.105 -0.757 3.965
H -0.079 0.651 3.375
O -5.822 5.665 5.048
H -5.879 5.556 4.087
H -5.195 4.980 5.325